2
Properties=species:S:1:pos:R:3:lowdin_spin:R:1 method="wB97M-V/def2-TZVPD" lumo_ev="-8.9 / -17.2" orbital_gap_ev="18.256 / 9.441" relative_energy_ev=0.029 energy_ha=-108.96486 spin_multiplicity=2 fmax_ev_per_a=3.07 charge=+1
N 0.000 0.000 0.542 0.500
N 0.000 0.000 -0.542 0.500